1.
5 unconnected molecules or ions with the total composition C34H44N7O4P in a non-equilibrium geometry. Source: OMol25; level of theory: wB97M-V/def2-TZVPD.

The geometry in ORCA input format:
```
! wB97M-V def2-TZVPD RIJCOSX def2/J DEFGRID3
* xyz 0 1
C 4.0816 2.4497 -3.0355
C 2.5588 2.4830 -3.0174
C 2.0393 3.8657 -2.5706
C 1.9565 2.0155 -4.3716
C 1.3546 0.5938 -4.3197
C 2.1804 -0.4140 -5.1352
C -0.0911 0.5592 -4.8330
O -0.8570 -0.4490 -4.1689
C -1.7271 -0.0373 -3.1352
C -2.9326 0.5311 -3.7814
N -3.8755 0.9822 -4.2510
C -2.1632 -1.3192 -2.3654
C -1.1031 -2.4360 -2.3663
C -1.1210 -3.1716 -1.0497
N -2.3600 -3.8005 -0.7303
O -0.1724 -3.1864 -0.3025
C -1.1332 1.0251 -2.1782
C -0.1340 0.4875 -1.2784
N 0.6576 0.0737 -0.5537
P -2.5291 1.7513 -1.0635
O -1.6819 2.2519 0.2403
O -2.9918 3.0739 -1.8708
H 4.5089 3.3195 -3.5333
H 4.4557 2.4624 -2.0091
H 4.4637 1.5333 -3.4845
H 2.2351 1.7764 -2.2545
H 1.2551 4.2467 -3.2232
H 2.8295 4.6131 -2.5210
H 1.6108 3.8022 -1.5684
H 2.7733 1.9963 -5.0925
H 1.1991 2.7216 -4.7066
H 1.3680 0.2077 -3.3014
H 1.6059 -1.3373 -5.2384
H 3.0997 -0.6853 -4.6186
H 2.3903 -0.0308 -6.1320
H -0.0648 0.2660 -5.8829
H -0.5736 1.5374 -4.8091
H -2.4339 -1.0671 -1.3424
H -3.0744 -1.6738 -2.8386
H -0.0919 -2.0695 -2.4926
H -1.3599 -3.1597 -3.1395
H -2.3970 -4.7154 -1.1721
H -2.3254 -3.9830 0.2701
H -0.6760 1.8670 -2.7065
H -1.2199 3.0918 0.0920
H -2.3281 3.5131 -2.4220
N -5.7946 0.7575 4.4410
C -5.8309 1.1458 3.1680
C -4.7055 1.2584 2.3659
C -3.4703 0.9529 2.9160
C -3.4150 0.5465 4.2400
C -4.6005 0.4648 4.9549
H -6.8150 1.3770 2.7740
H -4.7934 1.5753 1.3349
H -2.5709 1.0268 2.3193
H -2.4791 0.2917 4.7158
H -4.5913 0.1451 5.9907
N -1.9436 -0.7695 7.0723
C -1.6350 -1.9697 7.5588
C -0.5013 -2.2239 8.3151
C 0.3634 -1.1753 8.5818
C 0.0568 0.0799 8.0811
C -1.1035 0.2287 7.3367
H -2.3353 -2.7650 7.3273
H -0.3007 -3.2200 8.6845
H 1.2610 -1.3409 9.1637
H 0.7023 0.9285 8.2620
H -1.3791 1.1966 6.9297
N 3.5212 -2.7896 9.5001
C 3.8243 -3.9889 9.9918
C 4.9558 -4.2439 10.7514
C 5.8230 -3.1961 11.0136
C 5.5231 -1.9420 10.5076
C 4.3641 -1.7932 9.7614
H 3.1229 -4.7834 9.7620
H 5.1497 -5.2393 11.1260
H 6.7176 -3.3542 11.6018
H 6.1716 -1.0955 10.6859
H 4.0941 -0.8266 9.3491
N -0.0789 1.5198 -8.6257
C 0.7112 1.6830 -9.6845
C 0.4624 1.1122 -10.9232
C -0.6685 0.3257 -11.0710
C -1.5005 0.1447 -9.9784
C -1.1622 0.7618 -8.7838
H 1.5868 2.3035 -9.5281
H 1.1394 1.2814 -11.7491
H -0.8976 -0.1381 -12.0216
H -2.3935 -0.4607 -10.0472
H -1.7905 0.6461 -7.9065
*
```

Summary:
F_max in hartree/bohr: 0.0306
Kohn-Sham gap in eV: 9.25
HOMO energy in eV: -9.10
Energy above the lowest of the compared OMol25 structures with the same formula, charge and spin in kJ/mol: 22.21

---

2.
A molecular structure, C34H44N9O10P2S2Y in a non-equilibrium geometry. Source: OMol25; level of theory: wB97M-V/def2-TZVPD.

The geometry in ORCA input format:
```
! wB97M-V def2-TZVPD RIJCOSX def2/J DEFGRID3
* xyz 2 1
Y -0.0162 -0.7025 0.3954
S -0.8517 2.2711 1.5331
C -2.4589 1.8612 1.4135
N -3.3236 1.8101 2.4138
C -4.7428 1.6192 2.1129
C -5.0842 2.4674 0.9216
N -4.2424 2.0551 -0.2119
C -4.8748 2.1300 -1.5475
C -5.6906 0.9060 -1.9200
C -6.9814 0.7464 -1.4208
C -7.7479 -0.3571 -1.7707
C -7.2417 -1.3040 -2.6496
C -5.9664 -1.1395 -3.1742
C -5.1930 -0.0463 -2.8072
C -3.0100 1.6370 0.0138
S -1.9940 1.0201 -1.1641
C -2.9669 2.0367 3.8262
C -3.6040 3.3020 4.3520
C -4.6390 3.2511 5.2788
C -5.2381 4.4236 5.7265
C -4.8081 5.6503 5.2419
C -3.7766 5.7065 4.3104
C -3.1761 4.5374 3.8667
H -5.3234 1.9380 2.9725
H -4.9532 0.5666 1.9080
H -4.9295 3.5251 1.1489
H -6.1234 2.3193 0.6472
H -4.1044 2.3258 -2.2879
H -5.5331 2.9967 -1.5056
H -7.4200 1.5010 -0.7761
H -8.7543 -0.4577 -1.3819
H -7.8485 -2.1512 -2.9474
H -5.5947 -1.8504 -3.9045
H -4.2113 0.1026 -3.2412
H -1.8880 2.0978 3.8788
H -3.2987 1.1691 4.3986
H -4.9702 2.2919 5.6674
H -6.0402 4.3764 6.4540
H -5.2727 6.5642 5.5923
H -3.4358 6.6646 3.9344
H -2.3615 4.5789 3.1481
N -0.3143 -3.0951 4.1632
C 0.8275 -2.1699 3.7285
C 1.9092 -2.1527 4.7912
P 1.3902 -3.0575 2.1140
O 3.5102 -1.4626 1.7852
O 0.1130 -2.8807 1.2572
O 2.1971 -1.7592 1.3392
P -0.0956 -0.4774 3.6266
O 2.2235 0.7924 3.4130
O -1.0506 -0.7107 2.4258
O 1.0749 0.3491 2.7065
H -0.0126 -4.0682 4.2424
H -1.0374 -3.0398 3.4364
H -0.7132 -2.8077 5.0578
H 2.3265 -3.1506 4.9681
H 1.5467 -1.7465 5.7419
H 2.7232 -1.5092 4.4553
H 4.0392 -2.1382 1.3269
H 1.9314 1.6594 3.7442
C -4.2083 -3.4193 0.4523
O -3.6822 -3.2834 -0.8796
C -2.6507 -2.4778 -1.0307
O -2.1484 -1.8565 -0.0961
N -2.2500 -2.4806 -2.3215
N -1.2801 -1.5980 -2.7733
H -5.1829 -3.8788 0.3356
H -4.3013 -2.4463 0.9265
H -3.5584 -4.0619 1.0423
H -2.8325 -2.9694 -2.9785
H -1.7288 -0.8257 -3.2492
H -0.6793 -2.0869 -3.4243
N 5.2234 1.3940 1.5310
C 5.0018 2.1686 0.4409
O 5.7609 3.0348 0.0660
C 3.7346 1.9066 -0.3414
C 3.6122 2.5016 -1.5886
C 2.4445 2.3108 -2.3115
C 1.4469 1.5277 -1.7688
N 1.5521 0.9444 -0.5683
C 2.6786 1.1489 0.1280
H 6.0559 1.5786 2.0661
H 4.5853 0.6929 1.8619
H 4.4278 3.1124 -1.9570
H 2.3031 2.7766 -3.2777
H 0.5183 1.3663 -2.3032
H 2.7182 0.7016 1.1092
N 3.6820 -0.5767 -4.7406
C 3.7290 -1.8971 -4.4191
O 4.5310 -2.6753 -4.8849
C 2.7084 -2.3776 -3.4186
C 2.2367 -3.6784 -3.5438
C 1.3374 -4.1497 -2.6035
C 0.9498 -3.3132 -1.5701
N 1.3978 -2.0548 -1.4361
C 2.2655 -1.6152 -2.3543
H 4.3227 -0.2460 -5.4444
H 2.9439 0.0323 -4.4394
H 2.5934 -4.2973 -4.3590
H 0.9443 -5.1567 -2.6617
H 0.2659 -3.6652 -0.8098
H 2.6578 -0.6150 -2.2060
*
```

Summary:
F_max in hartree/bohr: 0.0206
Kohn-Sham gap in eV: 7.67
HOMO energy in eV: -12.89
Energy above the lowest of the compared OMol25 structures with the same formula, charge and spin in kJ/mol: 1109.21